Entry 1:
Molecular formula: C33H86BFN4O14P
Method: DFT, ωB97M-V/def2-TZVPD

Geometry as XYZ:
```
140
Properties=species:S:1:pos:R:3
C -2.160 -0.984 1.015
C -1.312 -2.212 1.333
O -0.275 -2.306 0.299
N 0.874 -2.847 0.812
B 0.917 -4.383 0.872
O 1.260 -5.026 2.014
O 0.618 -4.950 -0.303
C 1.837 -2.039 1.137
N 3.027 -2.620 1.493
C 3.947 -3.105 0.447
C 4.298 -4.559 0.744
O 4.893 -4.944 1.676
F 3.811 -5.399 -0.203
N 1.604 -0.669 1.106
C 2.282 -0.001 -0.062
C 3.770 0.378 0.056
C 3.956 1.886 0.344
C 4.450 0.039 -1.288
P 1.654 0.159 2.577
N 1.296 1.641 2.439
O 0.636 -0.709 3.460
O 3.088 -0.210 3.218
H -3.178 -1.258 0.757
H -1.730 -0.465 0.158
H -2.146 -0.284 1.851
H -0.855 -2.163 2.318
H -1.922 -3.113 1.239
H 0.603 -4.887 2.715
H 0.447 -5.897 -0.231
H 3.488 -2.058 2.200
H 4.878 -2.539 0.461
H 3.472 -3.027 -0.528
H 1.677 0.883 -0.262
H 2.128 -0.680 -0.904
H 4.265 -0.219 0.826
H 4.415 2.377 -0.516
H 3.009 2.390 0.528
H 4.619 2.062 1.193
H 3.776 0.224 -2.127
H 4.774 -1.004 -1.339
H 5.342 0.652 -1.417
H 2.044 2.219 2.808
H -0.035 -0.082 3.778
H 3.019 -0.382 4.167
C 0.761 5.420 6.412
C 1.502 4.700 5.301
C 1.349 5.421 3.972
O 1.022 3.354 5.192
H -0.307 5.461 6.178
H 0.872 4.890 7.359
H 1.114 6.443 6.548
H 2.561 4.611 5.549
H 0.293 5.473 3.693
H 1.879 4.891 3.179
H 1.739 6.438 4.030
H 0.084 3.402 4.974
C -4.291 3.080 5.044
C -3.319 3.779 5.982
C -3.951 4.063 7.333
O -2.835 4.988 5.394
H -5.162 3.714 4.861
H -3.819 2.878 4.081
H -4.636 2.137 5.472
H -2.435 3.150 6.121
H -4.810 4.730 7.217
H -3.236 4.558 7.990
H -4.286 3.144 7.813
H -3.587 5.574 5.258
C -3.837 -5.001 3.884
C -2.451 -5.585 3.667
C -2.348 -7.008 4.187
O -1.462 -4.755 4.299
H -4.070 -4.974 4.951
H -3.890 -3.979 3.505
H -4.600 -5.597 3.383
H -2.211 -5.565 2.601
H -2.543 -7.031 5.262
H -1.348 -7.410 4.022
H -3.070 -7.661 3.695
H -1.648 -4.754 5.245
C 8.389 0.949 -3.784
C 7.448 2.138 -3.881
C 8.192 3.417 -4.224
O 6.716 2.298 -2.660
H 9.127 1.115 -2.994
H 7.837 0.040 -3.541
H 8.924 0.790 -4.720
H 6.689 1.943 -4.640
H 8.925 3.648 -3.446
H 7.501 4.257 -4.293
H 8.722 3.323 -5.173
H 7.354 2.482 -1.962
C -4.904 0.928 -3.136
C -3.839 0.339 -2.226
C -2.656 -0.184 -3.023
O -4.396 -0.699 -1.412
H -5.279 0.162 -3.820
H -5.745 1.302 -2.553
H -4.502 1.748 -3.734
H -3.504 1.102 -1.519
H -2.971 -0.976 -3.702
H -1.896 -0.596 -2.354
H -2.203 0.606 -3.622
H -4.713 -1.392 -2.001
C -3.090 1.047 -7.740
C -2.018 0.434 -6.853
C -0.833 -0.045 -7.673
O -2.562 -0.642 -6.084
H -3.454 0.303 -8.454
H -3.936 1.388 -7.142
H -2.698 1.896 -8.304
H -1.688 1.170 -6.117
H -1.161 -0.811 -8.380
H -0.063 -0.479 -7.034
H -0.391 0.776 -8.239
H -2.865 -1.312 -6.709
C -2.688 0.546 -12.246
C -1.594 -0.100 -11.412
C -0.420 -0.546 -12.268
O -2.117 -1.201 -10.666
H -3.079 -0.169 -12.975
H -3.516 0.863 -11.611
H -2.313 1.414 -12.788
H -1.245 0.609 -10.659
H -0.747 -1.292 -12.998
H 0.354 -1.000 -11.650
H 0.015 0.294 -12.811
H -2.441 -1.856 -11.294
C -2.126 -0.447 5.863
C -1.932 -0.050 7.321
C -1.460 -1.228 8.159
O -3.133 0.494 7.854
H -2.889 -1.225 5.778
H -2.457 0.410 5.272
H -1.198 -0.840 5.441
H -1.200 0.758 7.384
H -2.207 -2.028 8.139
H -1.322 -0.926 9.196
H -0.517 -1.630 7.785
H -3.811 -0.191 7.822
```

charge: +1
molecular weight: 823.8 g mol⁻¹
spin multiplicity: 1
LUMO level: -3.28 eV

Entry 2:
Molecular formula: C33H86N2O11
Method: DFT, ωB97M-V/def2-TZVPD

Geometry as XYZ:
```
132
Properties=species:S:1:pos:R:3
C 8.730 13.193 17.228
C 7.604 12.682 16.448
C 8.009 11.917 15.178
O 6.826 11.744 17.219
H 8.410 13.664 18.159
H 9.248 13.966 16.658
H 9.512 12.448 17.449
H 6.986 13.568 16.233
H 7.119 11.557 14.664
H 8.642 11.085 15.420
H 8.599 12.551 14.504
H 6.796 12.104 18.095
C 9.739 10.698 9.265
C 10.590 10.806 10.534
C 11.752 11.792 10.313
O 9.791 11.349 11.632
H 8.773 10.223 9.405
H 10.355 10.230 8.507
H 9.546 11.691 8.898
H 10.937 9.796 10.852
H 12.180 11.991 11.315
H 11.332 12.679 9.915
H 12.456 11.405 9.588
H 9.350 10.579 11.967
C 12.927 14.786 12.381
C 14.361 15.031 12.677
C 14.916 14.615 13.981
O 15.111 14.206 11.648
H 12.266 15.490 12.858
H 12.701 13.703 12.540
H 12.692 14.957 11.330
H 14.552 16.079 12.528
H 14.739 13.568 14.176
H 14.581 15.188 14.863
H 15.965 14.850 13.924
H 16.004 14.552 11.537
C 19.400 12.076 14.728
C 18.375 13.027 15.267
C 17.113 12.332 15.699
O 18.906 13.758 16.391
H 20.343 12.562 14.564
H 19.150 11.579 13.806
H 19.526 11.259 15.426
H 18.090 13.752 14.528
H 16.430 13.087 16.097
H 17.345 11.572 16.459
H 16.612 11.835 14.862
H 19.357 13.181 17.015
C 9.802 12.023 21.604
C 10.991 11.131 21.416
C 11.575 11.094 20.017
O 11.941 11.539 22.353
H 9.640 12.014 22.663
H 8.976 11.670 20.997
H 9.973 12.977 21.171
H 10.634 10.111 21.631
H 11.990 12.083 19.786
H 10.816 10.845 19.232
H 12.358 10.344 19.916
H 12.838 11.087 22.273
C 12.952 8.025 9.135
C 13.954 7.238 9.994
C 14.369 5.859 9.466
O 15.164 8.010 10.011
H 12.809 8.996 9.575
H 11.988 7.501 8.977
H 13.398 8.216 8.161
H 13.519 7.060 11.004
H 15.116 5.952 8.688
H 13.550 5.221 9.083
H 14.698 5.214 10.297
H 15.125 8.741 10.652
C 11.769 10.741 14.394
C 13.021 11.406 14.910
C 12.680 12.575 15.877
O 13.861 10.521 15.705
H 11.900 9.959 13.658
H 11.135 11.486 13.925
H 11.208 10.292 15.236
H 13.639 11.654 14.036
H 13.623 12.925 16.303
H 11.965 12.168 16.603
H 12.225 13.427 15.344
H 13.968 9.742 15.118
C 15.058 10.741 18.602
O 15.652 10.634 19.887
C 15.400 11.711 20.684
C 15.548 11.255 22.108
N 14.542 10.224 22.366
C 14.639 9.655 23.705
C 13.466 8.771 23.980
O 13.587 7.545 23.257
C 12.327 7.106 22.748
H 15.092 9.760 18.116
H 15.596 11.444 17.930
H 14.074 11.160 18.747
H 14.415 12.162 20.566
H 16.184 12.471 20.461
H 15.273 12.049 22.840
H 16.574 10.967 22.314
H 14.674 9.456 21.677
H 14.542 10.504 24.414
H 15.565 9.076 23.889
H 12.555 9.340 23.719
H 13.420 8.522 25.051
H 12.012 7.789 21.970
H 11.570 6.951 23.540
H 12.625 6.178 22.284
C 15.466 11.374 11.802
O 15.326 9.968 12.008
C 16.219 9.517 13.039
C 15.714 8.122 13.271
N 14.336 8.241 13.763
C 13.726 7.005 14.105
C 12.213 7.137 14.309
O 11.646 7.516 13.107
C 10.236 7.553 13.160
H 14.641 11.702 11.174
H 16.423 11.625 11.325
H 15.397 11.971 12.725
H 16.116 10.101 13.930
H 17.238 9.532 12.702
H 16.325 7.586 14.047
H 15.843 7.517 12.388
H 13.793 8.768 13.122
H 14.119 6.553 15.024
H 13.797 6.223 13.314
H 11.910 7.895 15.058
H 11.949 6.131 14.672
H 9.903 8.378 13.798
H 9.773 6.673 13.563
H 9.840 7.702 12.146
```

molecular weight: 687.1 g mol⁻¹
energy above the lowest of the compared OMol25 structures with the same formula, charge and spin: 198.5 kJ/mol
spin multiplicity: 1
LUMO level: 0.55 eV

Entry 3:
Molecular formula: C33H88AsF6O33S11
Method: DFT, ωB97M-V/def2-TZVPD

Geometry as XYZ:
```
172
Properties=species:S:1:pos:R:3
As -0.028 -0.003 -0.354
F -0.489 1.603 0.257
F -0.509 0.508 -2.011
F 0.493 -1.640 -0.977
F 0.501 -0.517 1.293
F -1.705 -0.672 -0.119
F 1.587 0.690 -0.705
O -7.334 -4.311 2.311
S -6.385 -4.399 1.208
O -6.894 -4.377 -0.166
O -5.326 -3.106 1.373
C -4.561 -2.791 0.319
C -3.159 -2.288 0.729
C -5.210 -5.874 1.354
H -5.169 -2.014 -0.144
H -4.440 -3.657 -0.331
H -2.662 -1.698 -0.042
H -2.506 -3.121 0.988
H -3.308 -1.653 1.602
H -5.729 -6.815 1.170
H -4.814 -5.834 2.369
H -4.354 -5.705 0.701
O -0.540 -5.600 -3.418
S -0.302 -4.448 -2.527
O 0.971 -3.765 -2.489
O -1.531 -3.391 -2.891
C -1.421 -2.124 -2.145
C -2.786 -1.435 -2.387
C -0.877 -4.971 -0.847
H -0.613 -1.561 -2.611
H -1.246 -2.278 -1.080
H -3.121 -1.348 -3.420
H -2.756 -0.417 -1.999
H -3.524 -2.004 -1.821
H -0.870 -6.056 -0.750
H -1.919 -4.653 -0.810
H -0.246 -4.454 -0.124
O -1.320 2.329 2.935
S -1.479 0.929 3.204
O -0.501 0.117 3.890
O -2.950 0.713 3.863
C -3.060 1.049 5.237
C -2.790 2.547 5.541
C -1.913 0.018 1.634
H -2.318 0.403 5.706
H -4.070 0.802 5.561
H -3.282 3.182 4.804
H -1.707 2.653 5.468
H -3.178 2.845 6.515
H -0.982 0.024 1.067
H -2.699 0.573 1.123
H -2.318 -0.940 1.961
O 0.020 -4.542 5.550
S 0.498 -3.482 4.637
O 1.702 -3.528 3.855
O -0.710 -3.098 3.467
C -0.437 -2.161 2.413
C -0.636 -2.814 1.040
C 0.454 -1.871 5.577
H 0.599 -1.822 2.407
H -1.150 -1.355 2.587
H -1.709 -2.996 0.985
H -0.034 -3.723 1.027
H -0.415 -2.011 0.337
H 0.488 -1.133 4.775
H 1.366 -1.624 6.121
H -0.457 -1.859 6.175
O -1.354 -0.225 -5.722
S -0.133 -0.924 -5.974
O 0.341 -1.204 -7.341
O 1.133 -0.247 -5.043
C 0.862 0.119 -3.666
C 2.027 -0.327 -2.883
C -0.134 -2.587 -5.068
H -0.048 -0.409 -3.383
H 0.674 1.192 -3.617
H 1.877 -0.257 -1.806
H 2.845 0.319 -3.204
H 2.214 -1.342 -3.236
H 0.750 -2.732 -4.448
H -0.279 -3.387 -5.794
H -1.000 -2.584 -4.406
O 1.107 6.514 -0.850
S 2.155 5.892 -1.694
O 3.545 5.869 -1.211
O 1.693 4.307 -1.941
C 0.397 4.060 -2.468
C 0.314 2.524 -2.681
C 2.073 6.496 -3.471
H 0.288 4.492 -3.463
H -0.402 4.488 -1.864
H -0.592 2.303 -3.247
H 0.563 1.951 -1.788
H 1.045 2.257 -3.444
H 1.082 6.747 -3.850
H 2.407 5.703 -4.141
H 2.700 7.386 -3.527
O -2.400 6.786 0.249
S -1.496 6.039 1.193
O -1.748 5.639 2.579
O -0.923 4.751 0.420
C -1.565 3.494 0.494
C -2.271 3.057 -0.781
C 0.143 6.978 1.319
H -2.365 3.448 1.233
H -0.808 2.797 0.854
H -2.706 2.072 -0.610
H -1.604 2.780 -1.598
H -3.059 3.749 -1.078
H 0.561 6.885 2.322
H 0.028 8.051 1.166
H 0.843 6.469 0.657
O 5.273 2.781 -1.206
S 5.182 1.343 -1.121
O 5.621 0.417 -2.162
O 5.832 0.864 0.324
C 5.609 1.668 1.495
C 6.092 0.886 2.789
C 3.427 0.746 -0.732
H 4.551 1.929 1.523
H 6.199 2.584 1.519
H 5.687 1.405 3.659
H 7.179 0.818 2.749
H 5.670 -0.119 2.802
H 2.927 1.160 0.144
H 3.387 -0.337 -0.613
H 2.830 1.081 -1.580
O 4.195 -2.183 0.984
S 3.640 -2.678 -0.286
O 4.383 -2.541 -1.555
O 3.245 -4.284 -0.025
C 2.812 -4.554 1.352
C 2.377 -6.017 1.410
C 2.006 -2.050 -0.561
H 1.864 -4.061 1.567
H 3.623 -4.375 2.058
H 2.073 -6.400 2.384
H 3.137 -6.669 0.979
H 1.559 -6.226 0.721
H 1.436 -2.663 -1.258
H 2.162 -1.064 -1.000
H 1.600 -1.855 0.432
O -4.057 4.057 -6.206
S -3.232 3.783 -4.988
O -3.679 4.035 -3.630
O -2.762 2.187 -5.046
C -3.422 1.168 -4.317
C -2.870 1.060 -2.871
C -1.587 4.690 -5.322
H -3.330 0.263 -4.919
H -4.489 1.388 -4.317
H -1.798 0.877 -2.953
H -3.315 0.187 -2.393
H -3.153 1.961 -2.328
H -0.787 4.242 -4.733
H -1.796 5.747 -5.152
H -1.414 4.549 -6.389
O 5.218 -0.661 5.356
S 3.870 -0.787 4.668
O 2.574 -0.870 5.361
O 3.780 0.359 3.434
C 2.729 1.300 3.649
C 1.504 1.106 2.793
C 4.085 -2.187 3.516
H 3.020 2.303 3.338
H 2.394 1.483 4.670
H 0.894 1.997 2.645
H 0.818 0.402 3.264
H 1.823 0.685 1.840
H 4.678 -1.908 2.646
H 3.048 -2.507 3.412
H 4.668 -2.953 4.027
```

charge: -1
molecular weight: 1554.7 g mol⁻¹
energy above the lowest of the compared OMol25 structures with the same formula, charge and spin: 4070.5 kJ/mol
spin multiplicity: 1
LUMO level: 0.10 eV

Calculated max |F| (eV/Å), listed in the same order as above: 1.026, 2.348, 12.875